1.
Below is a structure of composition C5H10O2, with properties calculated with the ωB97M-V functional and the def2-TZVPD basis.

For the HOMO energy, the calculation gives -10.01 eV. For the LUMO energy, the calculation gives 1.06 eV. The HOMO-LUMO gap comes out at 11.1 eV. As for the relative energy (zero: lowest compared OMol25 entry of this formula, charge and spin): 46.0 kcal per mole.

```
! wB97M-V def2-TZVPD RIJCOSX def2/J DEFGRID3
* xyz 0 1
C 0.528 -0.750 2.120
C 0.856 -0.376 0.677
O 1.118 -1.508 -0.125
C -0.249 0.463 0.035
C 0.036 1.130 -1.312
C -1.269 0.458 -1.745
O -1.273 -0.370 -0.561
H 1.349 -1.324 2.561
H 0.369 0.153 2.722
H -0.384 -1.355 2.163
H 1.772 0.230 0.662
H 0.247 -1.816 -0.424
H -0.702 1.141 0.772
H 0.083 2.221 -1.335
H 0.915 0.694 -1.794
H -1.264 -0.130 -2.669
H -2.132 1.137 -1.746
*
```

=====

2.
Below is the ion CH4ClN2S with charge +1 in a non-equilibrium geometry, with properties calculated with the ωB97M-V functional and the def2-TZVPD basis.

For the HOMO energy, the calculation gives -14.62 eV. For the LUMO energy, the calculation gives -4.90 eV. The HOMO-LUMO gap comes out at 9.7 eV. As for the relative energy (zero: lowest compared OMol25 entry of this formula, charge and spin): 0.0 kcal per mole.

```
! wB97M-V def2-TZVPD RIJCOSX def2/J DEFGRID3
* xyz 1 1
C -0.014 -0.207 -0.017
N -0.181 1.099 0.218
N -1.014 -1.031 -0.270
S 1.570 -0.927 0.217
Cl 2.804 0.591 -0.121
H -1.200 1.303 0.204
H 0.616 1.680 0.438
H -1.952 -0.588 -0.248
H -0.630 -1.920 -0.421
*
```

=====

3.
Below is an isolated molecule of C15H27N3O2 in a non-equilibrium geometry, with properties calculated with the ωB97M-V functional and the def2-TZVPD basis.

For the HOMO energy, the calculation gives -8.14 eV. For the LUMO energy, the calculation gives 0.77 eV. The HOMO-LUMO gap comes out at 8.9 eV. The structure (SMILES) is CC(C)CCN1CCN(Cc2ccon2)C[C@@H]1CCO. As for the relative energy (zero: lowest compared OMol25 entry of this formula, charge and spin): 72.8 kcal per mole.

```
! wB97M-V def2-TZVPD RIJCOSX def2/J DEFGRID3
* xyz 0 1
C -4.228 -0.914 1.147
C -3.087 -1.461 2.003
C -2.669 -2.846 1.512
C -1.899 -0.490 2.074
C -1.212 -0.214 0.733
N -0.166 0.787 0.910
C 1.103 0.226 1.349
C 1.922 -0.398 0.215
N 2.129 0.602 -0.819
C 3.065 0.199 -1.837
C 2.703 -0.981 -2.694
C 3.485 -1.493 -3.769
C 2.754 -2.544 -4.225
O 1.637 -2.665 -3.505
N 1.616 -1.691 -2.559
C 0.849 1.040 -1.346
C 0.020 1.689 -0.224
C 0.645 3.017 0.225
C -0.217 3.728 1.273
O -0.271 3.051 2.500
H -5.107 -1.547 1.246
H -3.950 -0.889 0.097
H -4.494 0.093 1.462
H -3.461 -1.567 3.029
H -3.497 -3.545 1.613
H -1.831 -3.224 2.094
H -2.380 -2.817 0.465
H -2.248 0.463 2.479
H -1.167 -0.893 2.776
H -1.950 0.183 0.034
H -0.817 -1.147 0.313
H 0.907 -0.526 2.115
H 1.689 1.027 1.807
H 2.895 -0.708 0.603
H 1.408 -1.285 -0.186
H 3.232 1.055 -2.501
H 4.021 -0.025 -1.347
H 4.425 -1.129 -4.124
H 2.904 -3.253 -5.014
H 1.029 1.774 -2.135
H 0.284 0.197 -1.775
H -0.975 1.916 -0.626
H 1.643 2.844 0.624
H 0.737 3.666 -0.647
H 0.195 4.719 1.486
H -1.235 3.861 0.868
H -0.437 2.116 2.283
*
```

=====

4.
Below is a cluster of 2 separate species, C2H7S2 in total in a non-equilibrium geometry, with properties calculated with the ωB97M-V functional and the def2-TZVPD basis.

For the HOMO energy, the calculation gives -2.69 eV. For the LUMO energy, the calculation gives 3.20 eV. The HOMO-LUMO gap comes out at 5.9 eV. As for the relative energy (zero: lowest compared OMol25 entry of this formula, charge and spin): 13.8 kcal per mole.

```
! wB97M-V def2-TZVPD RIJCOSX def2/J DEFGRID3
* xyz -1 1
S 3.237 0.101 0.084
H 2.556 -0.488 1.148
C -0.630 -1.057 -0.968
S -1.867 0.079 -0.224
C -0.732 1.151 0.712
H -0.891 -2.118 -0.807
H 0.364 -0.898 -0.612
H -0.458 -0.872 -2.083
H -1.387 2.027 1.099
H -0.318 0.584 1.597
H 0.126 1.491 0.055
*
```

=====

5.
Below is a structure of composition C13H18F6N2O8RbS3 in a non-equilibrium geometry, with properties calculated with the ωB97M-V functional and the def2-TZVPD basis.

For the HOMO energy (alpha / beta), the calculation gives -1.29 / -1.97 eV. As for the expectation value of S²: 0.76. For the LUMO energy (alpha / beta), the calculation gives 3.87 / 3.87 eV. The HOMO-LUMO gap (alpha / beta) comes out at 5.2 / 5.8 eV. As for the relative energy (zero: lowest compared OMol25 entry of this formula, charge and spin): 21.5 kcal per mole.

```
! wB97M-V def2-TZVPD RIJCOSX def2/J DEFGRID3
* xyz -2 2
Rb 0.711 -1.537 -0.234
C -2.727 0.073 0.225
O -1.689 0.555 -0.601
C -1.674 1.941 -0.785
C -1.344 2.751 0.466
O -0.155 2.380 1.110
C 1.010 2.401 0.298
C 2.209 2.156 1.198
O 2.332 0.808 1.552
C 1.578 0.444 2.701
H -3.698 0.477 -0.100
H -2.560 0.319 1.278
H -2.726 -1.010 0.120
H -2.648 2.302 -1.156
H -0.924 2.128 -1.555
H -2.127 2.621 1.216
H -1.321 3.815 0.173
H 1.107 3.385 -0.190
H 0.973 1.619 -0.469
H 2.115 2.793 2.090
H 3.117 2.438 0.656
H 1.982 0.947 3.591
H 1.659 -0.632 2.814
H 0.524 0.710 2.590
F -1.294 -3.876 4.571
C -1.469 -2.766 3.833
F -0.992 -1.730 4.558
F -2.805 -2.581 3.719
S -0.664 -2.840 2.120
O -1.217 -1.603 1.591
O -1.216 -4.046 1.571
N 0.831 -2.739 2.454
S 1.855 -3.900 1.739
O 1.489 -5.222 2.266
O 1.648 -3.755 0.287
C 4.001 -2.611 2.013
F 4.567 -3.157 3.133
F 4.700 -3.147 0.971
F 4.398 -1.297 2.048
O 0.902 0.374 -2.572
N 0.066 0.647 -3.522
C 0.130 1.861 -4.110
C -0.727 2.273 -5.104
C -1.716 1.385 -5.529
C -1.772 0.139 -4.955
C -0.878 -0.284 -3.943
S -0.932 -1.842 -3.302
H 0.923 2.493 -3.736
H -0.617 3.260 -5.530
H -2.422 1.670 -6.301
H -2.509 -0.589 -5.260
*
```

=====

6.
Below is a cluster of 5 separate species, C5H19NO5 in total in a non-equilibrium geometry, with properties calculated with the ωB97M-V functional and the def2-TZVPD basis.

For the HOMO energy, the calculation gives -8.78 eV. For the LUMO energy, the calculation gives 0.43 eV. The HOMO-LUMO gap comes out at 9.2 eV. The structure (SMILES) is C[C@@H](N)CCC=O.O.O.O.O. As for the relative energy (zero: lowest compared OMol25 entry of this formula, charge and spin): 45.2 kcal per mole.

```
! wB97M-V def2-TZVPD RIJCOSX def2/J DEFGRID3
* xyz 0 1
C -2.711 -0.457 1.287
C -1.340 -0.854 0.760
N -0.898 -2.254 0.990
C -1.156 -0.626 -0.746
C -0.887 0.798 -1.286
C 0.150 1.567 -0.529
O 1.329 1.276 -0.665
H -3.498 -0.971 0.710
H -2.852 0.623 1.213
H -3.068 -0.765 2.273
H -0.483 -0.496 1.334
H -1.301 -3.014 0.453
H -0.527 -2.497 1.885
H -0.605 -1.417 -1.249
H -2.151 -0.840 -1.183
H -0.463 0.597 -2.285
H -1.797 1.315 -1.596
H -0.142 2.344 0.175
O 1.607 3.027 1.678
H 1.949 2.471 0.961
H 2.027 2.524 2.403
O 1.123 0.034 2.985
H 0.669 -0.286 3.755
H 1.839 -0.584 2.971
O 3.968 -0.325 -1.229
H 3.536 0.537 -1.211
H 3.392 -0.712 -1.883
O 0.459 -0.150 -4.001
H 1.270 0.191 -3.614
H 0.559 -1.056 -4.355
*
```

=====

7.
Below is a structure of composition C23H23AsBeP in a non-equilibrium geometry, with properties calculated with the ωB97M-V functional and the def2-TZVPD basis.

For the HOMO energy, the calculation gives -1.91 eV. For the LUMO energy, the calculation gives 2.77 eV. The HOMO-LUMO gap comes out at 4.7 eV. As for the relative energy (zero: lowest compared OMol25 entry of this formula, charge and spin): 0.0 kcal per mole.

```
! wB97M-V def2-TZVPD RIJCOSX def2/J DEFGRID3
* xyz -1 1
C 0.318 0.774 -1.835
C 0.085 0.004 -2.937
C -0.244 -1.366 -2.929
C -0.342 -2.178 -1.779
C -0.217 -1.732 -0.490
Be -0.021 -0.071 -0.425
P 0.114 2.201 0.527
H 0.649 1.813 -2.010
H 0.172 0.466 -3.930
H -0.379 -1.851 -3.906
H -0.285 -2.512 0.282
H -0.530 -3.244 -1.982
H -0.994 2.744 1.237
H 0.291 3.261 -0.410
H 1.213 2.512 1.389
C -1.267 2.602 5.701
C 0.021 2.066 5.602
C 0.342 1.166 4.574
C -0.649 0.762 3.671
C -1.948 1.273 3.788
C -2.250 2.208 4.784
As -0.261 -0.401 2.102
C 1.579 -0.972 2.571
C 2.587 -0.707 1.627
C 3.921 -0.999 1.931
C 4.256 -1.565 3.166
C 3.248 -1.841 4.099
C 1.903 -1.546 3.807
C -1.661 -1.731 2.505
C -1.389 -2.947 3.137
C -2.443 -3.857 3.345
C -3.745 -3.554 2.919
C -3.997 -2.339 2.273
C -2.958 -1.430 2.053
H -1.508 3.320 6.494
H 0.789 2.348 6.325
H 1.359 0.789 4.478
H -2.720 0.962 3.082
H -3.254 2.628 4.845
H 2.332 -0.264 0.659
H 4.698 -0.787 1.196
H 5.301 -1.793 3.395
H 3.505 -2.282 5.066
H 1.124 -1.737 4.550
H -0.369 -3.186 3.450
H -2.240 -4.806 3.843
H -4.560 -4.261 3.095
H -5.007 -2.090 1.941
H -3.147 -0.493 1.525
*
```

=====

8.
Below is an isolated molecule of C4H7N3 in a non-equilibrium geometry, with properties calculated with the ωB97M-V functional and the def2-TZVPD basis.

For the HOMO energy (alpha / beta), the calculation gives -6.23 / -5.72 eV. For the LUMO energy (alpha / beta), the calculation gives 1.06 / 1.03 eV. The HOMO-LUMO gap (alpha / beta) comes out at 7.3 / 6.7 eV. As for the relative energy (zero: lowest compared OMol25 entry of this formula, charge and spin): 83.9 kcal per mole.

```
! wB97M-V def2-TZVPD RIJCOSX def2/J DEFGRID3
* xyz 0 1
C 2.322 0.334 0.070
N 1.254 0.633 -0.702
C 0.015 0.234 -0.491
N -1.063 0.658 -1.218
N -2.069 0.137 -0.545
C -1.797 -0.583 0.544
C -0.319 -0.587 0.706
H 0.140 -0.088 1.603
H 2.306 -0.505 0.743
H 3.257 0.786 -0.195
H 1.374 1.305 -1.452
H -2.997 0.320 -0.901
H -2.578 -1.055 1.119
H 0.156 -1.589 0.719
*
```